This record from the Open Molecules 2025 dataset describes 13 unconnected molecules or ions with the total composition C34H101N7O13 at a distorted geometry. The level of theory is the ωB97M-V functional and the def2-TZVPD basis.

XYZ file:
```
155
Properties=species:S:1:pos:R:3:forces:R:3:lowdin_charge:R:1
H 2.114 -1.477 -1.018 0.04 0.32 -0.35 0.078
H -3.452 1.446 2.231 0.01 0.18 0.11 0.066
H -4.454 0.826 3.608 -0.07 0.91 -1.28 0.110
N -4.858 -4.694 0.299 1.38 -1.07 0.71 0.052
H 6.553 0.015 -0.727 -0.68 -0.53 0.37 0.135
N 1.805 3.347 -0.589 0.69 -0.29 0.84 0.079
H 1.362 2.520 -0.191 -0.10 0.48 0.28 0.054
H 0.730 3.295 2.514 -0.78 0.67 -0.47 0.101
H -6.606 -5.207 2.233 -0.38 -0.25 -0.19 0.072
H -5.256 -0.925 2.543 -0.34 0.02 0.44 0.119
H -0.480 5.046 -0.601 -0.51 -0.13 -0.30 0.124
H 4.312 2.508 -3.619 0.06 0.04 -0.38 0.088
O 4.042 1.817 -5.546 0.02 0.37 -0.41 -0.201
O -1.787 -4.363 0.537 0.87 0.45 -1.03 -0.162
C -0.021 4.759 0.334 0.29 -0.26 0.66 -0.230
H -1.461 3.581 -5.995 0.21 -0.26 -0.31 0.124
C 5.864 -2.352 -1.180 1.03 -0.57 0.09 -0.141
H 1.975 4.562 1.026 0.34 0.17 0.73 0.119
H 0.660 3.410 -3.754 0.39 0.06 0.16 0.063
N 4.372 1.297 -0.879 0.59 1.21 0.41 0.077
H -1.330 -2.799 -3.970 -0.50 -0.19 0.88 0.092
H 5.922 0.753 -7.618 0.52 -0.83 -0.02 0.072
C -0.335 3.214 2.167 0.12 0.78 -0.22 -0.065
C -5.457 1.024 1.653 -0.16 -0.43 -0.57 -0.434
H -7.485 1.213 1.275 0.30 -0.02 0.33 0.068
H 0.410 -1.923 1.595 -0.74 0.56 -0.11 0.134
H 6.693 -1.901 -1.812 -1.22 -0.46 0.19 0.109
H 2.158 2.338 -7.912 -0.60 -0.08 0.18 0.059
H 1.352 1.784 -4.105 0.19 -0.07 0.22 0.047
H -1.501 -4.741 3.650 -0.53 0.60 -0.15 0.095
C -0.444 -4.827 0.666 -0.12 -1.12 0.94 -0.149
H 1.058 2.918 -5.404 0.08 0.17 -0.45 0.075
H 3.840 -2.343 1.837 -0.04 0.48 0.60 0.045
H -4.528 -6.313 2.661 0.10 0.27 -0.28 0.138
C -1.713 3.171 -5.019 0.84 0.42 1.27 -0.164
C 0.571 -0.555 -0.030 -0.28 0.09 -0.40 -0.407
H 4.352 0.208 2.419 0.09 0.07 -0.34 0.081
H 2.646 -2.363 5.313 -1.25 0.85 0.24 0.096
H -1.054 3.818 2.758 0.73 -0.54 0.32 0.101
H -0.132 1.944 6.126 -2.25 -0.89 0.75 -0.006
H -6.902 2.483 2.131 0.36 -1.32 -0.07 0.085
H -2.781 2.883 -5.050 0.40 -0.21 0.20 0.123
O -1.204 0.304 6.486 0.84 -0.55 -0.49 -0.148
H -4.187 -3.423 1.853 0.02 0.06 -0.31 0.114
H -1.126 1.582 -3.670 0.12 0.18 0.50 0.116
H -0.387 -5.436 1.596 -0.11 0.49 -0.42 0.081
C 1.919 -1.521 5.079 0.03 -0.46 -1.34 -0.109
O -3.528 -5.088 3.861 -0.39 1.13 -0.30 -0.171
O 0.732 2.161 5.889 2.94 1.53 -0.04 -0.125
O 4.985 -1.396 -0.661 0.62 0.75 0.14 -0.209
H 2.233 -0.570 5.479 0.33 0.11 0.33 0.072
H -2.735 5.574 -5.052 -0.01 0.02 -0.14 0.088
C 4.053 -3.397 1.832 2.12 0.60 0.21 -0.179
H -2.559 -0.530 2.405 0.06 0.02 -0.29 0.052
C 1.902 5.828 -0.686 1.19 -0.26 -0.09 -0.060
C 3.829 1.122 -7.843 -0.37 0.64 0.57 -0.443
H -2.542 -3.308 3.290 -0.18 0.32 -0.30 0.052
H -2.311 -3.919 4.960 -0.13 0.36 0.20 0.084
H 6.370 -0.843 0.813 -0.54 0.15 0.03 0.131
H 3.446 0.307 -8.458 -0.19 0.01 0.02 0.139
H -6.141 -3.976 3.387 0.29 -0.20 -0.60 0.094
H 4.351 -0.152 -6.214 0.15 0.00 0.25 0.121
H 3.190 -0.328 1.245 0.16 -0.43 -0.53 0.034
C 4.174 1.573 -4.167 0.87 -0.88 0.26 -0.129
O -0.519 -0.080 2.008 -1.56 -1.20 1.24 -0.179
H -3.913 -4.989 -0.014 -0.56 0.48 -0.02 0.061
H -1.719 0.007 8.491 -0.11 -0.08 -0.21 0.086
C 3.714 0.722 -6.389 -1.15 -0.41 1.06 -0.214
H -1.153 -1.599 0.745 -0.39 -0.23 -0.07 0.119
C -5.345 -0.528 1.538 -0.30 0.33 0.69 -0.220
O -0.890 -3.256 -1.969 0.00 0.79 0.11 -0.159
C -6.117 -4.244 2.306 0.93 -0.17 1.53 -0.055
H 5.031 -3.427 1.274 -0.66 -0.35 0.61 0.075
C -3.926 -5.394 2.522 0.59 -2.03 0.96 -0.223
H -2.445 5.888 -3.341 -0.03 -0.23 -0.15 0.091
O 3.022 -3.921 1.071 -0.95 -1.46 -0.39 -0.117
H 1.500 3.358 -1.525 -0.44 0.18 -1.47 0.043
O -1.523 4.240 -4.056 -0.37 -1.23 -0.41 -0.208
H 2.666 0.419 -6.157 0.36 0.01 -0.11 0.119
H -1.631 0.620 -5.823 -0.05 0.46 0.08 0.071
H 3.153 -4.870 0.898 0.00 0.57 0.17 0.099
H -1.447 -1.581 3.290 0.22 1.19 -0.43 0.076
H 3.988 0.559 -1.396 -0.49 -1.41 -0.85 0.034
H 5.638 1.501 0.764 0.19 0.70 0.21 0.127
H -0.135 -5.523 -0.133 -0.19 0.49 -0.04 0.089
C -1.802 -2.780 -2.943 0.55 -1.29 -1.42 -0.153
C -2.150 0.086 7.482 -0.64 0.63 0.24 -0.159
H 5.462 2.356 -7.756 0.49 1.07 -0.17 0.068
C -2.435 -4.176 3.915 0.70 -1.86 0.36 -0.099
H -0.136 -2.631 -1.885 -0.08 -0.04 0.22 0.045
H -0.683 -0.515 6.354 0.11 0.59 -0.11 0.059
C -4.452 1.478 2.660 0.06 -0.33 2.16 -0.084
C 1.452 4.591 0.092 -0.12 -0.11 -1.17 -0.442
C -0.215 0.439 -0.860 -0.41 0.62 -0.33 -0.033
H -2.773 -0.760 7.242 -0.21 -0.62 0.19 0.072
H 3.619 1.938 -0.717 -0.34 0.77 0.14 0.030
C 1.387 2.820 6.998 0.32 -1.27 -0.62 -0.137
C -0.246 -1.134 1.112 1.16 -0.07 -0.01 -0.210
H -5.357 -5.591 0.282 -0.18 0.33 -0.16 0.073
N -6.829 1.443 2.029 0.08 0.62 -0.44 0.028
H -3.463 -1.292 -0.991 -0.41 0.39 0.31 0.062
H 2.436 2.957 6.702 -0.29 -0.11 0.09 0.076
H 1.938 -1.416 3.977 0.17 0.03 0.39 0.072
C 5.781 -0.393 -0.010 0.54 0.25 -0.68 -0.208
H -5.076 1.502 0.733 -0.56 -0.36 -0.33 0.136
C -4.448 -1.196 -0.489 0.86 -1.52 -1.21 -0.099
H 4.221 -3.786 2.885 -0.56 0.17 -1.16 0.101
H 3.309 1.082 -3.700 -0.04 -0.12 -0.35 0.060
H 1.597 5.885 -1.758 0.34 -0.55 0.69 0.091
H 0.021 -1.952 4.711 0.02 -0.14 -0.33 0.044
H -2.212 -1.788 -2.848 0.05 0.58 0.71 0.048
H -1.741 -3.841 -0.300 -0.21 -0.27 0.46 0.057
H -2.810 0.949 7.427 -0.11 0.11 0.41 0.081
H -0.105 0.273 -5.680 0.45 0.62 0.70 0.066
H -4.714 2.494 2.979 0.39 -0.03 -0.05 0.078
N 3.132 2.375 -8.133 -0.26 -1.00 -1.12 0.054
H -6.163 -1.042 1.061 -0.94 0.23 -0.10 0.110
H 3.553 3.077 -7.580 0.28 0.88 0.65 0.051
H 0.998 3.796 7.233 -0.47 0.42 0.00 0.061
H -0.481 1.333 -0.278 0.57 0.04 -0.22 0.069
H 3.007 5.880 -0.555 -0.69 0.29 -0.60 0.089
H -3.566 4.613 -3.834 -0.09 -0.34 0.11 0.083
O 0.545 -1.696 5.466 0.57 -0.39 0.68 -0.134
H 1.462 6.710 -0.241 0.00 0.31 0.32 0.068
H -0.112 5.588 1.035 -0.42 0.18 0.26 0.126
C -4.694 -4.386 1.751 -1.48 1.44 -0.13 -0.444
C -1.601 -0.518 2.915 0.95 -0.32 0.06 -0.043
H -1.652 0.165 3.770 0.25 -0.11 -0.23 0.088
H 0.218 0.699 -1.858 0.06 -0.11 0.96 0.084
C -2.617 5.090 -4.076 -0.19 1.37 0.24 -0.151
O -4.193 -0.981 0.897 0.26 0.71 -1.50 -0.215
C 3.871 0.484 1.464 0.34 0.07 0.68 -0.049
H 1.364 2.183 7.903 -0.02 0.27 -0.30 0.080
H -6.663 -3.489 1.802 -0.59 0.60 -0.72 0.049
H 0.277 -4.015 0.770 -0.02 -0.02 -0.11 0.037
N -0.730 1.076 -5.680 -0.87 -1.06 -1.07 0.017
H 1.201 -2.445 -0.201 -0.04 0.13 -0.50 0.053
C -0.744 2.032 -4.581 0.38 0.39 -1.51 -0.400
O -0.613 3.580 0.802 0.00 -0.63 0.21 -0.207
H -0.486 2.152 2.243 -0.66 -0.31 0.05 0.051
N 1.128 -1.641 -0.844 0.19 -1.08 0.61 0.069
C 0.701 2.578 -4.448 -1.48 -0.27 0.60 -0.037
C 4.924 0.806 0.357 -0.86 -1.29 0.76 -0.401
H -5.064 -0.475 -1.086 0.45 -0.03 1.10 0.104
H -3.022 -5.667 1.998 0.27 -0.15 -0.50 0.097
H 3.185 1.295 1.734 0.39 0.39 -0.36 0.070
H 6.404 -2.828 -0.350 0.11 -0.04 0.08 0.069
H -4.886 -2.215 -0.649 -0.07 0.72 0.38 0.082
H 1.368 -0.047 0.459 0.77 0.68 0.38 0.092
H -1.199 0.058 -1.066 -0.59 -0.67 -0.35 0.061
H -2.615 -3.506 -2.894 -0.17 0.23 -0.40 0.083
H 5.382 1.321 -9.250 0.45 0.33 0.39 0.092
H 5.075 0.934 -3.986 -0.62 0.36 0.05 0.097
H 5.302 -3.170 -1.643 0.08 0.48 -0.37 0.095
C 5.261 1.394 -8.161 0.05 -0.42 -0.80 -0.068
```
Positions in Å, forces in eV/Å.

Largest force on an atom ... 3.3 eV/Å
Kohn-Sham gap ... 9.4 eV
ΔE to the lowest compared entry with this formula, charge and spin ... 419.80 kJ/mol